(1)
15
Properties=species:S:1:pos:R:3:forces:R:3 method="wB97M-V/def2-TZVPD" total_charge=-1 spin_multiplicity=1
C 0.6423 -0.2457 -2.2575 -0.8 -0.7 2.2
S 1.5984 -1.6130 -1.2994 -0.3 1.1 -1.0
H -0.1819 0.1277 -1.5879 0.4 -0.6 -0.4
H 1.2124 0.6850 -2.3637 0.2 -0.5 -0.9
H 0.1080 -0.7013 -3.1049 0.7 0.6 -0.2
C -0.6591 -0.8663 1.1939 2.0 0.7 0.5
C -0.8038 0.6407 0.9798 1.2 0.7 -0.9
N 0.5407 1.3913 0.9840 -1.8 -0.3 -1.3
H -1.3762 -1.5117 0.8090 -1.6 -0.7 -1.7
H 0.3132 -0.9978 0.6009 -0.9 -1.3 1.5
H -0.8023 -1.2190 2.2965 1.3 1.1 -1.4
H -1.0826 1.1236 0.0478 -1.1 -1.4 -0.7
H -1.5771 0.9143 1.6601 0.0 1.5 1.1
H 0.9216 1.2253 1.8624 1.7 -0.4 1.4
H 1.1464 1.0471 0.1790 -1.1 0.1 1.8


(2)
15
Properties=species:S:1:pos:R:3:forces:R:3 method="wB97M-V/def2-TZVPD" spin_multiplicity=1
C 1.4105 -0.9729 -0.9686 1.2 0.2 0.3
C 1.3410 -0.7133 0.3376 -0.4 0.4 -1.3
N 0.4054 -1.2666 1.2612 0.7 0.0 0.1
H 1.0180 -1.8159 -1.5176 -0.7 0.0 0.3
H 2.1410 -0.3924 -1.5297 -0.2 0.0 0.0
H 1.9499 0.1029 0.7171 0.0 -0.2 0.2
H -0.4521 -1.5287 0.7949 0.1 -0.5 -0.1
H 0.8841 -2.0657 1.6743 -0.7 0.1 0.3
C -2.0106 0.9528 -0.5380 1.0 1.3 0.2
C -0.9661 1.7205 -0.1565 -0.3 -2.7 -1.2
O -0.2950 1.6487 0.9993 0.5 1.8 0.7
H -2.0939 0.9714 -1.6140 -0.9 -0.1 0.0
H -2.6753 0.4053 0.1165 0.2 -0.2 -0.1
H -0.4156 2.1670 -0.9899 0.0 0.5 0.6
H -0.2414 0.7869 1.4134 -0.5 -0.6 0.0


(3)
15
Properties=species:S:1:pos:R:3:forces:R:3 method="wB97M-V/def2-TZVPD" spin_multiplicity=1
C 0.4149 -1.2752 -1.8938 0.0 -0.4 -0.2
C 0.5948 0.0050 -1.0967 0.6 -0.1 -0.5
C -0.1443 -0.0231 0.1865 -0.2 -4.1 3.1
O 0.1526 1.0432 0.9666 0.4 2.4 0.0
C -0.3972 1.0443 2.2112 -3.7 -4.2 1.9
H -0.6423 -1.4675 -2.1223 0.2 0.1 0.1
H 0.9471 -1.2335 -2.8508 -0.1 0.0 0.2
H 0.7963 -2.1381 -1.3328 -0.1 0.2 -0.1
H 0.2388 0.8577 -1.6959 0.0 -0.1 0.3
H 1.6555 0.1916 -0.8873 -0.2 -0.1 -0.1
H 0.1046 -1.0701 1.1395 -0.2 2.0 -3.3
H -1.2214 -0.2192 0.0703 0.0 0.5 -0.1
H -0.9780 1.8820 2.5669 0.0 0.7 -0.8
H -1.3382 0.0082 2.2548 2.6 3.1 0.0
H 0.2498 0.7791 3.0588 0.5 -0.1 -0.6


We obtain total energy values of -573.19761, -287.72196, -233.53504 a.u. for the records listed above, in that order.
We obtain HOMO values of -0.08627, -0.32761, -0.34446 hartree for the records listed above, in that order.
We obtain energy above the lowest of the compared OMol25 structures with the same formula, charge and spin values of 221.9, 290.1, 288.6 kJ/mol for the records listed above, in that order.